Record 1
Molecular formula: C4H7N3
Method: DFT, ωB97M-V with the def2-TZVPD basis set

XYZ file:
```
14
Properties=species:S:1:pos:R:3
C 1.21 1.05 0.21
N -1.72 -1.27 0.33
C -0.53 -0.89 0.00
C -0.18 0.53 -0.03
N 0.45 -1.80 -0.37
C -1.18 1.53 -0.38
N -1.77 1.39 0.71
H -1.80 -2.29 0.27
H 0.43 -2.70 0.08
H 1.39 -1.48 -0.57
H -1.07 2.37 -1.08
H 1.41 1.14 1.28
H 1.97 0.40 -0.22
H 1.38 2.03 -0.24
```

Properties
M (g/mol): 97.1
Largest force on an atom (eV Å⁻¹): 2.31
Gap between HOMO and LUMO (eV): 8.664
E_LUMO (eV): 0.28
Energy relative to the best compared isomer or geometry (same formula, charge and spin) (kcal per mole): 74.0
HOMO level (eV): -8.4

Record 2
Molecular formula: C2H2O2
Method: DFT, ωB97M-V with the def2-TZVPD basis set

XYZ file:
```
6
Properties=species:S:1:pos:R:3
O 1.82 -0.82 -2.05
C 1.16 -0.80 -1.07
C 0.19 -0.23 -0.15
O 0.74 -1.64 -0.12
H 0.52 0.49 0.43
H -0.85 -0.14 -0.59
```

Properties
M (g/mol): 58.0
Largest force on an atom (eV Å⁻¹): 5.72
Gap between HOMO and LUMO (eV): 11.418
E_LUMO (eV): 0.81
Energy relative to the best compared isomer or geometry (same formula, charge and spin) (kcal per mole): 16.5
HOMO level (eV): -10.6
SMILES: O=C1CO1

Record 3
Molecular formula: C38H32N9O4PtS2
Method: DFT, ωB97M-V with the def2-TZVPD basis set

XYZ file:
```
86
Properties=species:S:1:pos:R:3
Pt -0.02 0.06 0.00
N -3.07 -0.81 1.77
C -1.89 -1.22 2.22
N -0.74 -0.69 1.86
C 0.30 -1.16 2.64
C -0.02 -2.12 3.53
S -1.72 -2.41 3.48
C 1.56 -0.45 2.42
C 2.61 -0.30 3.25
S 3.72 0.83 2.56
C 2.66 1.06 1.22
N 1.59 0.30 1.27
N 2.96 1.90 0.20
H -3.04 -0.05 1.08
H -3.82 -1.48 1.70
H 0.63 -2.64 4.22
H 2.77 -0.74 4.21
H 3.39 2.77 0.49
H 2.19 2.01 -0.44
C 0.88 3.36 -4.31
N 1.11 2.09 -3.66
C 1.59 1.04 -4.38
C 1.82 -0.16 -3.83
C 1.48 -0.37 -2.42
O 1.64 -1.46 -1.90
N 0.97 0.73 -1.73
C 0.79 1.95 -2.31
O 0.40 2.93 -1.68
H 1.80 3.72 -4.78
H 0.56 4.07 -3.55
H 0.10 3.27 -5.07
H 1.78 1.24 -5.43
H 2.20 -0.99 -4.41
O 1.07 3.56 1.91
C -0.14 3.42 1.77
N -1.07 4.34 2.26
C -2.40 3.99 1.85
C -2.09 2.59 1.22
O -3.01 1.85 0.84
N -0.79 2.36 1.19
C -2.95 4.98 0.83
C -2.99 4.70 -0.53
C -3.45 5.65 -1.43
C -3.87 6.90 -0.98
C -3.83 7.19 0.37
C -3.37 6.23 1.27
C -3.36 3.78 3.01
C -2.91 3.72 4.32
C -3.80 3.47 5.36
C -5.15 3.28 5.10
C -5.60 3.33 3.79
C -4.72 3.58 2.75
H -0.78 5.29 2.43
H -2.67 3.73 -0.90
H -3.48 5.41 -2.49
H -4.23 7.63 -1.69
H -4.15 8.15 0.73
H -3.36 6.45 2.33
H -1.86 3.85 4.51
H -3.43 3.42 6.38
H -5.84 3.09 5.91
H -6.65 3.18 3.57
H -5.07 3.61 1.73
C -3.57 -4.08 0.07
C -4.25 -3.03 -0.55
C -3.56 -1.91 -1.00
C -2.17 -1.81 -0.86
C -1.49 -2.89 -0.27
C -2.19 -3.99 0.20
N -1.46 -0.69 -1.25
C -1.93 -0.02 -2.38
C -2.33 -0.71 -3.53
C -2.78 -0.04 -4.65
C -2.82 1.35 -4.68
C -2.42 2.05 -3.55
C -1.99 1.38 -2.41
H -4.11 -4.94 0.43
H -5.32 -3.07 -0.66
H -4.10 -1.09 -1.45
H -0.41 -2.83 -0.19
H -1.64 -4.81 0.66
H -2.27 -1.80 -3.53
H -3.08 -0.61 -5.52
H -3.17 1.88 -5.56
H -2.44 3.13 -3.54
H -1.68 1.92 -1.53
```

Properties
M (g/mol): 937.9
Charge: -1
Largest force on an atom (eV Å⁻¹): 1.23
Gap between HOMO and LUMO (eV): 5.972
E_LUMO (eV): 2.24
Energy relative to the best compared isomer or geometry (same formula, charge and spin) (kcal per mole): 21.7
HOMO level (eV): -3.7

Record 4
Molecular formula: C11H14ClN
Method: DFT, ωB97M-V with the def2-TZVPD basis set

XYZ file:
```
27
Properties=species:S:1:pos:R:3
C 2.89 -0.57 -0.55
C 1.59 -0.83 -0.42
C 0.56 0.22 -0.49
Cl 1.20 1.98 -1.22
C 0.00 0.40 1.09
C -0.84 -0.61 1.54
C -1.27 -0.56 2.86
C -0.73 0.43 3.72
C 0.02 1.51 3.22
C 0.50 1.41 1.92
N -0.43 -0.23 -1.30
C -0.09 -0.90 -2.58
C -1.62 0.60 -1.31
H 3.69 -1.26 -0.79
H 3.21 0.31 -1.18
H 1.24 -1.87 -0.28
H -1.31 -1.15 0.73
H -1.94 -1.17 3.34
H -1.11 0.68 4.68
H 0.30 2.37 3.80
H 0.88 2.32 1.38
H 0.82 -1.48 -2.40
H -0.83 -1.61 -2.64
H -0.07 -0.10 -3.29
H -1.71 0.98 -0.23
H -1.49 1.40 -2.09
H -2.60 0.08 -1.53
```

Properties
M (g/mol): 195.7
Largest force on an atom (eV Å⁻¹): 3.33
Gap between HOMO and LUMO (eV): 9.742
E_LUMO (eV): 0.72
Energy relative to the best compared isomer or geometry (same formula, charge and spin) (kcal per mole): 54.3
HOMO level (eV): -9.0
SMILES: C=C[C@](Cl)(c1ccccc1)N(C)C

Record 5
Molecular formula: C10H17N4OP
Method: DFT, ωB97M-V with the def2-TZVPD basis set

XYZ file:
```
33
Properties=species:S:1:pos:R:3
C -1.19 0.63 2.67
P -2.01 0.14 1.06
C -2.99 1.66 0.56
C -0.75 -0.09 -0.33
C -0.41 1.32 -0.84
N 0.07 2.22 -1.31
C -1.57 -0.75 -1.54
N -1.87 -2.17 -1.34
C 0.51 -0.88 0.08
C 0.19 -2.11 0.93
N -0.14 -3.07 1.40
C 1.61 -0.07 0.85
C 3.03 -0.14 0.18
C 3.13 0.63 -1.15
N 2.59 0.18 -2.38
O 3.74 1.65 -1.15
H -0.17 1.03 2.58
H -1.81 1.43 3.13
H -1.24 -0.25 3.34
H -3.88 1.79 1.19
H -3.21 1.65 -0.52
H -2.32 2.54 0.73
H -2.54 -0.21 -1.57
H -0.99 -0.54 -2.45
H -1.05 -2.70 -1.64
H -2.10 -2.35 -0.37
H 0.98 -1.28 -0.85
H 1.75 -0.53 1.85
H 1.36 0.99 1.04
H 3.39 -1.19 0.07
H 3.72 0.34 0.90
H 1.93 0.85 -2.77
H 2.22 -0.76 -2.34
```

Properties
M (g/mol): 240.2
Largest force on an atom (eV Å⁻¹): 5.38
Gap between HOMO and LUMO (eV): 9.336
E_LUMO (eV): 0.44
HOMO level (eV): -8.9
SMILES: CP(C)[C@](C#N)(CN)[C@H](C#N)CCC(N)=O

Record 6
Molecular formula: C28H35Ge2N5S2Tb
Method: DFT, ωB97M-V with the def2-TZVPD basis set

XYZ file:
```
73
Properties=species:S:1:pos:R:3
Tb -14.27 -9.59 -9.89
S -14.24 -9.78 -12.47
C -14.56 -11.40 -11.92
N -14.85 -11.65 -10.62
C -15.07 -13.06 -10.42
C -15.75 -13.66 -9.38
C -15.94 -15.04 -9.39
C -15.52 -15.78 -10.47
C -15.03 -15.20 -11.63
C -14.80 -13.83 -11.61
S -14.41 -12.82 -12.93
H -16.21 -13.05 -8.65
H -16.47 -15.46 -8.53
H -15.57 -16.90 -10.48
H -14.88 -15.84 -12.52
C -12.33 -9.76 -7.53
N -11.71 -9.95 -6.17
C -12.77 -9.90 -5.19
N -13.78 -10.93 -5.42
C -14.39 -10.69 -6.71
N -13.32 -10.73 -7.84
C -12.67 -12.05 -7.78
N -12.07 -12.29 -6.46
C -11.09 -11.27 -6.15
C -13.12 -12.24 -5.43
H -11.54 -9.86 -8.32
H -12.77 -8.75 -7.56
H -13.27 -8.91 -5.23
H -12.28 -10.05 -4.24
H -15.04 -9.77 -6.71
H -15.07 -11.53 -6.96
H -11.89 -12.24 -8.55
H -13.42 -12.82 -7.92
H -10.20 -11.31 -6.85
H -10.63 -11.34 -5.15
H -12.69 -12.44 -4.45
H -13.94 -12.98 -5.53
C -11.23 -6.83 -11.82
Ge -11.67 -6.54 -9.92
C -10.24 -7.47 -8.87
C -11.05 -4.59 -9.77
Ge -14.19 -6.68 -9.46
C -15.18 -5.50 -10.69
C -16.56 -5.57 -10.65
C -17.33 -4.71 -11.40
C -16.73 -3.82 -12.29
C -15.36 -3.73 -12.36
C -14.58 -4.62 -11.56
C -14.45 -5.52 -7.80
C -13.62 -5.79 -6.70
C -13.76 -5.10 -5.49
C -14.84 -4.19 -5.34
C -15.63 -3.85 -6.44
C -15.42 -4.50 -7.67
H -11.16 -5.83 -12.28
H -12.10 -7.48 -12.23
H -10.34 -7.42 -12.03
H -9.60 -6.80 -8.33
H -9.70 -8.15 -9.61
H -10.59 -8.12 -8.09
H -11.61 -3.86 -10.35
H -10.03 -4.54 -10.26
H -10.93 -4.24 -8.76
H -17.04 -6.36 -10.10
H -18.43 -4.79 -11.32
H -17.37 -3.29 -13.00
H -14.86 -3.01 -13.01
H -13.47 -4.63 -11.79
H -12.83 -6.60 -6.75
H -13.05 -5.21 -4.70
H -15.13 -3.74 -4.39
H -16.49 -3.15 -6.39
H -16.02 -4.26 -8.56
```

Properties
M (g/mol): 809.9
Charge: +2
Largest force on an atom (eV Å⁻¹): 3.21
Gap between HOMO and LUMO (alpha / beta) (eV): 5.233 / 6.709
2S+1: 8
E_LUMO (alpha / beta) (eV): -8.64 / -7.06
HOMO level (alpha / beta) (eV): -13.9 / -13.8
Expectation value of S²: 16.71